(1)
135
Properties=species:S:1:pos:R:3:forces:R:3:mulliken_charge:R:1 method="wB97M-V/def2-TZVPD" total_charge=+5 lumo_ev=-6.60 energy_ev=-148187.044
C -5.888636 -10.910482 -0.368984 -2.1 -0.2 -1.1 -1.058
C -5.975493 -11.317315 1.056261 -0.9 -0.8 2.1 -0.386
N -4.843748 -10.853177 1.837632 2.4 -0.3 0.2 0.123
C -4.885926 -10.374361 3.145182 -0.9 -0.5 -1.5 -0.270
C -3.612888 -10.274027 3.512692 0.8 1.3 1.9 -0.371
N -2.784931 -10.680967 2.530181 -0.4 0.4 -0.7 0.130
C -3.526347 -11.025295 1.482409 -1.7 -0.3 0.7 -0.169
C -1.348595 -10.716495 2.627761 1.6 0.7 -1.1 -0.760
H -6.938899 -11.165175 -0.783934 1.9 0.5 0.2 0.342
H -5.120524 -11.439349 -0.937439 -0.2 -0.1 0.1 0.353
H -5.715960 -9.827119 -0.461432 -0.2 -0.4 0.0 0.339
H -6.084451 -12.405203 1.301796 0.2 0.6 -0.9 0.333
H -6.824801 -10.901602 1.632952 0.1 0.1 -0.9 0.307
H -5.804056 -10.149663 3.677224 0.2 -0.1 -0.3 0.418
H -3.225760 -9.771182 4.375337 0.1 -0.3 0.4 0.381
H -3.139567 -11.521365 0.598400 -0.3 0.3 0.1 0.334
H -0.821788 -9.968608 1.972871 -1.0 -0.5 0.3 0.320
H -1.034803 -11.696690 2.260983 0.3 0.1 0.7 0.329
H -1.012586 -10.419242 3.625009 -0.3 -0.8 0.0 0.306
C -1.157933 9.099147 -7.717323 0.0 0.2 -0.9 -0.846
C -2.205460 9.678496 -6.819619 -0.1 -0.2 2.1 -0.828
N -3.230028 10.542170 -7.409290 3.3 2.4 1.8 0.132
C -4.282872 10.146705 -8.092560 -1.0 0.0 -1.2 -0.279
C -4.886338 11.235380 -8.604392 -2.0 1.1 0.2 -0.275
N -4.236855 12.329324 -8.135557 2.8 1.4 1.3 0.084
C -3.134009 11.906174 -7.383546 -2.0 -0.3 -1.7 -0.125
C -4.569935 13.811712 -8.240656 0.6 -0.5 0.6 -0.734
H -0.374881 9.831049 -8.061957 -1.0 -0.7 0.1 0.297
H -1.662740 8.531735 -8.536514 0.8 0.5 0.4 0.306
H -0.688002 8.397111 -7.047195 0.6 -0.5 -0.2 0.317
H -1.727454 10.107843 -5.902832 -0.4 0.7 -1.1 0.393
H -2.754170 8.891094 -6.309223 -0.3 -0.5 -0.4 0.398
H -4.602920 9.159320 -8.197387 -0.1 -1.4 0.0 0.471
H -5.893850 11.325304 -9.023680 0.7 -0.1 -0.2 0.368
H -2.324209 12.555164 -6.943181 -1.2 -1.1 -0.6 0.361
H -5.538553 13.974406 -8.722237 0.3 -0.2 0.3 0.295
H -3.796594 14.414738 -8.727226 0.0 -0.8 -0.6 0.320
H -4.492494 14.190362 -7.215232 -0.8 -0.2 -0.1 0.342
C -5.259963 5.054771 -3.789521 0.4 1.7 -0.9 -1.031
C -4.524962 3.898109 -3.176657 -0.5 1.3 1.3 -0.341
N -4.751444 3.820838 -1.700452 -0.4 -0.4 0.5 0.229
C -3.778833 3.588064 -0.702751 0.0 0.0 -1.8 -0.366
C -4.397972 3.551278 0.472925 -2.2 0.4 0.5 -0.429
N -5.796277 3.756641 0.193904 2.1 -0.2 -0.1 0.149
C -5.956238 3.894389 -1.099396 0.1 0.1 -1.7 -0.085
C -6.831328 3.783093 1.151716 -0.3 -0.4 2.9 -0.923
H -6.357303 4.956402 -3.789909 0.5 0.0 0.4 0.312
H -4.990129 5.009550 -4.846886 -0.1 -0.1 -0.2 0.356
H -4.908849 6.086123 -3.503273 -0.5 -1.0 0.3 0.328
H -3.467483 3.992651 -3.264520 0.8 0.0 -0.3 0.323
H -4.936471 3.072565 -3.702011 0.0 -1.4 0.2 0.096
H -2.736606 3.397973 -0.956931 -0.5 0.3 0.1 0.388
H -4.052175 3.442133 1.489634 0.0 -0.1 -0.2 0.438
H -6.937712 4.015742 -1.630627 1.3 -0.2 0.6 0.339
H -7.730364 3.315505 0.878286 -1.1 -0.7 -1.4 0.425
H -7.162998 4.784652 1.471664 0.8 -0.3 0.2 0.310
H -6.524398 3.086156 1.978883 -0.1 1.3 -0.3 0.320
C 9.100566 4.898960 6.985285 -0.5 1.2 1.3 -1.204
C 8.265271 5.832674 6.127462 -1.1 -0.4 0.7 -0.368
N 8.947547 7.070544 5.810992 -0.8 -0.8 0.7 0.128
C 10.141808 7.139958 5.162992 -0.1 -0.9 0.2 -0.183
C 10.441077 8.435586 5.141738 -1.1 -0.7 0.5 -0.588
N 9.450621 9.108174 5.766140 -0.6 2.5 0.5 0.006
C 8.506822 8.284172 6.175474 2.0 -1.8 -1.0 0.049
C 9.352567 10.596110 5.725069 -1.3 -0.9 0.2 -0.853
H 9.342965 5.370948 7.975826 -0.6 -0.5 -0.7 0.313
H 10.032509 4.697174 6.575283 1.8 -0.3 -1.1 0.406
H 8.642462 3.935817 7.092115 -0.6 -0.3 0.3 0.384
H 7.360356 6.115272 6.715021 0.5 -0.3 -0.7 0.268
H 7.958619 5.401425 5.170554 0.0 -0.2 0.3 0.315
H 10.726562 6.290710 4.814458 -0.5 0.2 0.1 0.411
H 11.212619 8.844774 4.640647 2.4 1.8 -1.2 0.510
H 7.614273 8.429202 6.711493 -0.8 0.6 0.4 0.377
H 8.619313 10.971664 6.481268 0.2 -0.6 -1.0 0.319
H 9.050456 10.746535 4.662860 0.5 1.0 1.0 0.364
H 10.282765 10.970065 6.096392 0.7 0.5 -0.6 0.345
C -7.216085 -5.358956 -8.086164 -1.6 1.8 -0.5 -1.342
C -7.970263 -5.506327 -6.756700 -0.5 0.7 -0.9 -0.200
N -8.130080 -4.229937 -6.051050 -0.1 2.3 0.5 0.124
C -9.049764 -3.935707 -5.071748 1.0 1.5 1.1 -0.510
C -8.904754 -2.631006 -4.656681 0.7 -0.8 -0.9 -0.274
N -7.915939 -2.088225 -5.496685 -1.2 -0.7 0.6 0.180
C -7.529566 -3.047298 -6.295344 0.4 -1.4 -0.7 -0.213
C -7.479603 -0.692106 -5.558918 -1.4 0.6 1.3 -0.995
H -7.666717 -4.506428 -8.710927 0.6 -1.1 1.0 0.358
H -7.332301 -6.207603 -8.723073 -0.1 -0.8 -0.1 0.376
H -6.169209 -5.164877 -7.974384 0.6 0.1 0.3 0.364
H -7.532496 -6.219517 -6.103559 0.7 -0.5 0.6 0.328
H -9.000811 -5.813570 -6.863631 -0.2 -0.4 -0.6 0.391
H -9.554494 -4.644400 -4.509000 -1.1 -1.4 0.4 0.410
H -9.330547 -2.140589 -3.781479 0.1 0.1 -0.6 0.411
H -6.860639 -2.929756 -7.098547 0.7 0.3 -0.6 0.454
H -7.282247 -0.383111 -6.581522 0.2 -0.1 0.1 0.316
H -6.690365 -0.526388 -4.827013 0.3 0.0 -0.5 0.359
H -8.335010 -0.104731 -5.135691 0.8 -0.3 -0.7 0.325
C 4.122823 -5.099141 10.940886 1.0 -1.0 1.8 -1.328
C 3.150195 -4.071887 10.527209 1.0 0.5 -1.1 -0.196
N 3.405726 -2.819647 11.257345 1.3 -0.6 -0.8 0.279
C 4.665001 -2.303299 11.402280 3.6 0.8 1.0 -0.219
C 4.586444 -0.971505 11.788935 3.5 -3.2 0.3 -0.342
N 3.340699 -0.762881 11.922887 -7.5 2.1 0.1 0.164
C 2.598994 -1.792501 11.348594 0.2 1.5 1.7 -0.460
C 2.641135 0.449291 12.507711 1.8 -0.2 -0.2 -0.823
H 5.113439 -4.854713 10.587655 0.4 0.2 0.1 0.333
H 3.969173 -6.125255 10.587847 -0.6 0.4 0.0 0.385
H 4.123481 -5.087231 12.047991 0.3 -0.5 -0.4 0.345
H 2.162566 -4.439036 10.659811 -1.0 0.3 0.1 0.410
H 3.406172 -3.874935 9.487358 -0.9 0.5 -0.3 0.228
H 5.663483 -2.790275 11.487281 -1.5 -0.3 -0.6 0.253
H 5.313531 -0.314683 12.239170 0.2 -0.1 -0.4 0.408
H 1.531452 -1.886224 11.233649 0.1 0.5 0.1 0.329
H 2.749081 1.335265 11.819240 0.1 -0.9 0.8 0.318
H 3.009634 0.659630 13.591138 -0.7 -0.4 -2.1 0.314
H 1.635306 0.106974 12.475308 -1.0 0.4 0.5 0.280
C 9.761589 -7.604474 -2.591627 -0.9 1.4 -1.5 -1.090
C 8.241282 -7.456341 -2.879382 0.0 -0.8 1.7 -0.448
N 7.888123 -6.680190 -4.053053 -0.5 0.6 0.6 0.149
C 8.085956 -6.942544 -5.354764 0.8 0.2 -1.7 -0.261
C 7.777366 -5.811655 -6.083458 0.2 -1.6 0.3 -0.353
N 7.214385 -4.954549 -5.193969 0.7 0.7 0.8 0.085
C 7.359611 -5.470890 -3.968915 -1.3 1.2 0.4 -0.119
C 6.827413 -3.553059 -5.369888 0.5 0.3 -0.6 -0.824
H 9.879354 -8.210497 -1.743741 0.1 -0.9 1.2 0.374
H 10.256092 -6.633565 -2.401614 -0.4 -0.4 -0.2 0.321
H 10.232815 -8.069912 -3.430950 0.5 -0.4 -0.4 0.362
H 7.871196 -6.829764 -2.054823 -0.3 -0.6 -0.1 0.239
H 7.691537 -8.448808 -2.885923 0.7 1.2 -0.1 0.348
H 8.484697 -7.879906 -5.683930 0.2 -0.1 -0.1 0.445
H 8.069712 -5.593795 -7.093455 -0.6 0.1 -0.2 0.412
H 6.965414 -4.911678 -3.100357 0.6 -0.9 -0.4 0.355
H 7.063061 -3.231086 -6.395729 -0.3 -0.2 0.4 0.327
H 7.419509 -2.967442 -4.687520 0.4 0.3 0.1 0.377
H 5.796126 -3.358643 -5.112598 -0.4 -0.4 -0.3 0.302
Br -7.147404 2.040031 -3.773467 -0.2 0.0 0.2 -0.701
Cl 3.226106 -1.014961 8.928544 -0.2 0.2 -0.7 -0.679

***

(2)
22
Properties=species:S:1:pos:R:3:forces:R:3:nbo_charge:R:1 method="wB97M-V/def2-TZVPD" total_charge=-1 lumo_ev="3.35 / 3.10" energy_ev=-13516.012
C 0.969949 -1.227737 -1.795030 -0.5 -1.0 -0.3 -0.364
C -0.436180 -1.161525 -2.061933 0.4 -0.7 0.0 -0.388
C -1.120611 -1.871447 -1.024336 0.6 -0.2 -0.2 -0.386
C -0.136725 -2.382605 -0.118111 0.1 0.2 -0.7 -0.343
C 1.154895 -1.981675 -0.591993 -0.6 -0.4 -0.6 -0.362
Y 0.040895 0.244766 -0.031270 0.0 -0.4 2.0 1.587
C -1.828902 1.719345 -0.964731 -2.4 -0.2 0.6 -0.735
C -0.648423 1.949850 -1.549908 2.1 1.7 -1.5 -0.177
C 0.349583 2.488526 -2.240874 -0.2 -0.2 0.3 -0.441
N 2.005093 0.928476 0.077943 1.2 1.0 0.2 -1.009
H -2.200364 -2.015071 -0.952662 0.4 0.1 0.0 0.225
H -0.903071 -0.630344 -2.893426 0.2 -0.2 0.3 0.232
H -0.336382 -2.994926 0.763328 0.1 0.4 -0.3 0.234
H 2.114479 -2.226417 -0.131632 -0.4 0.2 -0.1 0.235
H 1.756318 -0.768191 -2.398145 -0.4 -0.2 0.4 0.240
H -2.568338 1.020817 -1.391947 0.5 0.3 0.2 0.231
H 2.947315 1.256559 0.327448 -0.4 -0.3 -0.2 0.307
H -2.240681 2.380204 -0.183365 0.3 -0.2 -0.4 0.230
H 0.218255 3.259315 -3.007958 -0.3 0.1 0.0 0.164
H 1.389780 2.182349 -2.066448 -0.5 0.0 -0.1 0.233
N -0.268721 -0.119728 3.550861 0.0 0.0 -1.4 -0.541
C -0.258161 -0.050640 2.380090 -0.3 -0.1 1.8 -0.171